The following is a DFT calculation (wB97M-V/def2-TZVPD) of C47H45CsI2N2OPSb as an isolated structure.

gap between HOMO and LUMO	7.09	eV
LUMO level	0.044	eV
ΔE to the lowest compared entry with this formula, charge and spin	1.3547	eV

Geometry as ORCA input:
```
! RIJCOSX wB97M-V def2-TZVPD def2/J DEFGRID3
* xyz 0 1
Cs 0.779 0.918 1.288
I -2.121 7.255 -0.285
C -1.036 5.448 -0.535
C 0.208 5.292 0.045
C 0.842 4.081 -0.081
I 2.732 3.823 0.848
C 0.318 2.955 -0.764
O 0.933 1.845 -0.828
C -0.964 3.193 -1.346
C -1.633 2.058 -2.053
N -2.315 1.218 -1.074
C -2.868 0.019 -1.674
C -3.402 -0.905 -0.621
C -4.766 -1.041 -0.382
C -5.187 -1.975 0.551
C -4.240 -2.748 1.203
C -2.904 -2.505 0.927
N -2.496 -1.601 0.056
C -1.612 4.404 -1.235
H 0.684 6.103 0.577
H -0.873 1.445 -2.543
H -2.321 2.450 -2.823
H -3.064 1.754 -0.637
H -2.044 -0.494 -2.177
H -3.653 0.239 -2.418
H -5.484 -0.442 -0.927
H -6.239 -2.096 0.769
H -4.539 -3.509 1.907
H -2.115 -3.077 1.399
H -2.580 4.537 -1.707
C 1.851 -4.176 0.195
C 3.223 -3.939 -0.355
C 4.171 -4.951 -0.312
C 5.454 -4.748 -0.785
C 5.796 -3.519 -1.317
C 4.847 -2.512 -1.391
C 3.558 -2.708 -0.918
Sb 2.014 -1.165 -1.022
C 0.894 -2.299 -2.507
C -0.430 -2.519 -2.157
C -1.296 -3.203 -2.993
C -0.831 -3.695 -4.198
C 0.499 -3.516 -4.535
C 1.376 -2.828 -3.703
C 2.816 -2.696 -4.092
C 3.219 0.306 -1.995
C 4.312 0.722 -1.246
C 5.144 1.731 -1.689
C 4.858 2.365 -2.885
C 3.731 2.005 -3.597
C 2.897 0.976 -3.167
C 1.671 0.655 -3.966
H 1.776 -5.163 0.645
H 1.110 -4.103 -0.600
H 1.607 -3.428 0.953
H 3.903 -5.915 0.096
H 6.178 -5.548 -0.744
H 6.797 -3.346 -1.684
H 5.130 -1.561 -1.826
H -0.799 -2.146 -1.210
H -2.326 -3.346 -2.692
H -1.494 -4.225 -4.868
H 0.872 -3.920 -5.465
H 2.945 -2.818 -5.167
H 3.400 -3.468 -3.588
H 3.207 -1.725 -3.789
H 4.509 0.254 -0.285
H 6.000 2.028 -1.100
H 5.502 3.153 -3.252
H 3.470 2.540 -4.501
H 1.072 1.555 -4.095
H 1.064 -0.093 -3.464
H 1.937 0.282 -4.954
C -0.187 0.741 5.928
P -0.532 0.815 4.119
C -0.901 2.573 3.813
C -0.271 3.589 4.525
C -0.501 4.915 4.203
C -1.348 5.238 3.157
C -1.954 4.232 2.418
C -1.719 2.907 2.731
C -2.216 0.109 4.211
C -2.311 -1.268 4.047
C -3.522 -1.911 4.214
C -4.652 -1.173 4.521
C -4.569 0.202 4.668
C -3.353 0.845 4.519
H 0.800 1.144 6.145
H -0.199 -0.315 6.204
H -0.952 1.273 6.494
H 0.402 3.348 5.335
H -0.018 5.700 4.769
H -1.534 6.272 2.909
H -2.604 4.486 1.592
H -2.185 2.126 2.137
H -1.421 -1.827 3.793
H -3.582 -2.984 4.110
H -5.602 -1.667 4.648
H -5.452 0.775 4.913
H -3.293 1.919 4.642
*
```

The following is a DFT calculation (wB97M-V/def2-TZVPD) of the molecule C3H8N2O2.

gap between HOMO and LUMO	10.05	eV
structure (SMILES)	NC(=O)NCCO
LUMO level	0.736	eV
ΔE to the lowest compared entry with this formula, charge and spin	1.0005	eV

Geometry as ORCA input:
```
! RIJCOSX wB97M-V def2-TZVPD def2/J DEFGRID3
* xyz 0 1
C 0.398 0.495 -1.079
C 0.377 1.247 0.225
O 0.629 2.604 -0.031
N 0.116 -0.922 -0.889
C -0.064 -1.601 0.327
N -1.267 -1.433 0.959
O 0.776 -2.353 0.780
H 1.364 0.642 -1.529
H -0.351 0.931 -1.727
H 1.124 0.836 0.920
H -0.564 1.037 0.722
H 0.213 3.147 0.651
H 0.684 -1.541 -1.448
H -1.997 -0.969 0.448
H -1.438 -2.121 1.670
*
```

The following is a DFT calculation (wB97M-V/def2-TZVPD) of H10O6V as an isolated structure.

gap between HOMO and LUMO (alpha / beta)	10.73 / 12.71	eV
<S²>	0.7786
LUMO level (alpha / beta)	-8.702 / -8.336	eV
ΔE to the lowest compared entry with this formula, charge and spin	0.0000	eV

Geometry as ORCA input:
```
! RIJCOSX wB97M-V def2-TZVPD def2/J DEFGRID3
* xyz 2 2
O -10.014 3.552 24.897
V -8.565 2.995 24.746
O -8.651 2.475 22.719
H -8.993 3.066 22.021
H -8.639 1.569 22.360
O -9.048 1.005 25.278
H -8.804 0.364 25.968
H -9.864 0.671 24.856
O -8.109 3.353 26.784
H -7.508 2.885 27.388
H -8.619 4.003 27.299
O -6.449 2.278 24.634
H -5.680 2.818 24.894
H -6.084 1.507 24.165
O -7.766 4.841 24.239
H -8.209 5.704 24.344
H -6.933 4.982 23.755
*
```

The following is a DFT calculation (wB97M-V/def2-TZVPD) of a 2-piece molecular cluster, C4H11N4S overall.

gap between HOMO and LUMO	8.87	eV
LUMO level	-3.505	eV
ΔE to the lowest compared entry with this formula, charge and spin	3.0408	eV

Geometry as ORCA input:
```
! RIJCOSX wB97M-V def2-TZVPD def2/J DEFGRID3
* xyz 1 1
C 0.834 0.755 -0.611
C -2.396 -0.036 -0.275
C 2.586 2.005 0.175
C 0.214 -2.255 0.734
N 1.192 -0.378 -0.612
N -3.651 -0.042 0.080
N 1.322 1.989 -0.503
N 0.616 -1.546 -0.439
S -1.393 1.054 0.359
H -2.172 -0.710 -1.045
H 2.864 3.027 0.334
H 2.376 1.634 1.163
H 3.293 1.380 -0.310
H 1.078 -2.840 0.967
H -0.200 -1.670 1.564
H -0.541 -2.895 0.310
H -4.536 -0.419 -0.259
H -3.895 0.646 0.743
H 1.315 2.584 -1.293
H 1.096 -2.282 -1.082
*
```

The following is a DFT calculation (wB97M-V/def2-TZVPD) of C34H37As2ClNPtSi as an isolated structure.

gap between HOMO and LUMO	8.01	eV
LUMO level	-2.816	eV
ΔE to the lowest compared entry with this formula, charge and spin	0.6739	eV

Geometry as ORCA input:
```
! RIJCOSX wB97M-V def2-TZVPD def2/J DEFGRID3
* xyz 1 1
Pt 0.118 0.182 -0.033
C 1.924 3.151 0.793
C 2.894 2.194 0.117
As 2.543 0.397 0.795
C 4.226 -0.545 0.686
C 4.214 -1.874 0.276
C 5.398 -2.592 0.196
C 6.599 -1.982 0.523
C 6.617 -0.653 0.925
C 5.435 0.067 1.003
C 2.314 0.656 2.714
C 1.088 0.308 3.274
C 0.858 0.459 4.635
C 1.857 0.967 5.450
C 3.088 1.308 4.905
C 3.317 1.149 3.547
As 0.059 2.514 0.563
C -0.633 3.919 -0.562
C -0.948 3.673 -1.891
C -1.370 4.716 -2.704
C -1.469 5.999 -2.187
C -1.144 6.244 -0.859
C -0.724 5.206 -0.043
C -0.731 2.846 2.304
C -1.974 2.292 2.594
C -2.548 2.473 3.843
C -1.880 3.203 4.815
C -0.649 3.770 4.527
C -0.077 3.598 3.274
H 1.969 4.138 0.333
H 2.131 3.246 1.856
H 3.940 2.493 0.182
H 2.641 2.129 -0.944
H 3.275 -2.354 0.020
H 5.383 -3.625 -0.126
H 7.524 -2.539 0.459
H 7.555 -0.173 1.170
H 5.472 1.107 1.301
H 0.296 -0.085 2.643
H -0.102 0.185 5.052
H 1.681 1.092 6.511
H 3.876 1.692 5.540
H 4.291 1.399 3.148
H -0.864 2.669 -2.293
H -1.621 4.526 -3.739
H -1.799 6.812 -2.819
H -1.218 7.246 -0.458
H -0.485 5.401 0.997
H -2.500 1.720 1.849
H -3.519 2.045 4.055
H -2.320 3.332 5.795
H -0.127 4.348 5.278
H 0.879 4.063 3.073
C -2.723 -1.146 -1.818
Si -2.235 -0.031 -0.389
C -3.211 1.562 -0.664
C -2.854 -0.872 1.192
H -3.815 -1.185 -1.850
H -2.368 -2.167 -1.700
H -2.375 -0.768 -2.781
H -4.249 1.431 -0.346
H -3.233 1.819 -1.725
H -2.820 2.425 -0.131
H -3.937 -0.754 1.287
H -2.394 -0.472 2.095
H -2.650 -1.945 1.165
Cl -0.966 -5.058 1.451
C -0.479 -4.012 0.177
C -0.470 -4.441 -1.140
C -0.058 -3.553 -2.117
C 0.298 -2.268 -1.755
N 0.286 -1.858 -0.479
C -0.084 -2.720 0.476
H -0.770 -5.451 -1.385
H -0.028 -3.847 -3.157
H 0.632 -1.545 -2.486
H -0.038 -2.376 1.501
*
```

The following is a DFT calculation (wB97M-V/def2-TZVPD) of a 2-piece molecular cluster, C5H14 overall.

gap between HOMO and LUMO	11.84	eV
structure (SMILES)	CCC.CC
LUMO level	1.093	eV
ΔE to the lowest compared entry with this formula, charge and spin	1.0745	eV

Geometry as ORCA input:
```
! RIJCOSX wB97M-V def2-TZVPD def2/J DEFGRID3
* xyz 0 1
C -0.749 -0.473 -2.647
C 0.535 0.277 -2.072
H -1.521 0.301 -2.847
H -0.370 -0.874 -3.585
H -1.195 -1.221 -2.033
H 0.971 1.095 -2.790
H 1.258 -0.516 -1.904
H 0.273 0.756 -1.160
C 0.047 0.188 1.163
C 0.393 1.201 2.294
C -0.238 -1.232 1.614
H -0.870 0.709 0.781
H 0.940 0.149 0.503
H -0.461 1.367 2.939
H -0.601 -1.871 0.660
H 0.617 -1.748 2.027
H 0.621 2.269 1.954
H 1.392 0.943 2.756
H -1.043 -1.318 2.347
*
```

The following is a DFT calculation (wB97M-V/def2-TZVPD) of C17H11ClF3N2O4RuS as an isolated structure.

gap between HOMO and LUMO (alpha / beta)	7.61 / 6.47	eV
<S²>	0.7557
LUMO level (alpha / beta)	-0.127 / -1.260	eV
ΔE to the lowest compared entry with this formula, charge and spin	8.8073	eV

Geometry as ORCA input:
```
! RIJCOSX wB97M-V def2-TZVPD def2/J DEFGRID3
* xyz 0 2
Ru 0.516 0.669 0.091
C -4.901 0.702 1.603
C -5.069 0.650 0.151
C -4.396 -0.019 -0.770
C -2.434 -0.505 0.424
N -1.656 1.864 1.634
C -3.995 1.181 2.466
C -1.344 -1.504 0.571
C -1.775 -2.911 0.647
C -0.934 -3.887 0.288
C 0.350 -3.610 -0.331
C 0.771 -2.355 -0.544
C 0.003 -1.214 -0.047
H -5.797 0.392 2.131
H -5.957 1.142 -0.230
H -4.668 -0.052 -1.812
H -4.285 1.151 3.511
H -2.780 -3.124 0.988
H -1.244 -4.921 0.380
H 0.932 -4.447 -0.694
H 1.662 -2.147 -1.121
F 3.769 4.087 -1.812
C 4.340 2.946 -2.224
F 5.655 3.195 -2.377
F 3.846 2.666 -3.439
C 4.112 1.824 -1.253
C 5.157 1.255 -0.547
C 4.909 0.247 0.380
C 3.604 -0.153 0.595
N 2.594 0.366 -0.104
C 2.830 1.320 -1.025
S 1.309 1.844 -1.692
H 6.167 1.605 -0.712
H 5.713 -0.206 0.940
H 3.347 -0.901 1.334
O -3.277 -0.804 -0.540
Cl -1.646 1.195 0.199
O -2.814 1.826 2.470
O -2.363 1.773 -0.949
O -0.250 -1.143 1.421
*
```

The following is a DFT calculation (wB97M-V/def2-TZVPD) of C34H39BrF5N3O2Si3Sn as an isolated structure.

gap between HOMO and LUMO	5.10	eV
LUMO level	-7.486	eV
ΔE to the lowest compared entry with this formula, charge and spin	0.0000	eV

Geometry as ORCA input:
```
! RIJCOSX wB97M-V def2-TZVPD def2/J DEFGRID3
* xyz 2 1
Sn 0.541 -1.464 -0.071
C 3.773 -1.682 -0.549
O 2.772 -0.676 -0.256
C 3.207 0.645 -0.401
C 4.504 0.948 -0.752
C 4.856 2.284 -0.870
Br 6.629 2.717 -1.321
C 3.936 3.282 -0.659
C 2.611 2.984 -0.317
C 2.261 1.638 -0.193
O 0.992 1.135 0.107
C 1.740 4.167 -0.153
N 2.176 5.354 -0.455
C 1.126 6.222 -0.227
C 1.065 7.608 -0.383
C -0.131 8.227 -0.094
C -1.253 7.495 0.336
C -1.207 6.127 0.500
C 0.011 5.513 0.223
N 0.422 4.190 0.253
H 4.630 -1.547 0.107
H 4.076 -1.620 -1.593
H 3.319 -2.643 -0.353
H 5.240 0.188 -0.955
H 4.206 4.323 -0.754
H 0.304 1.741 -0.204
H 1.935 8.159 -0.710
H -0.216 9.300 -0.195
H -2.176 8.020 0.542
H -2.080 5.571 0.818
H -0.089 3.481 0.739
C -2.026 -3.688 1.167
Si -2.246 -2.885 -0.514
C -1.466 -3.940 -1.839
C -4.059 -2.752 -0.937
C -1.560 -1.053 -0.490
Si -1.739 -0.065 -2.148
C -0.635 1.440 -2.310
C -1.314 -1.147 -3.599
C -3.509 0.532 -2.122
Si -1.949 -0.179 1.179
C -1.761 1.673 1.213
C -3.681 -0.576 1.734
C -0.682 -0.684 2.497
C -0.875 -0.486 3.856
C 0.199 -0.648 4.722
C 1.448 -0.996 4.215
C 1.573 -1.211 2.861
N 0.517 -1.067 2.044
H -2.060 -4.773 1.044
H -2.824 -3.422 1.859
H -1.082 -3.439 1.656
H -1.244 -4.928 -1.433
H -0.554 -3.529 -2.254
H -2.157 -4.074 -2.673
H -4.451 -3.773 -0.914
H -4.212 -2.361 -1.942
H -4.638 -2.157 -0.232
H 0.427 1.181 -2.310
H -0.825 2.228 -1.575
H -0.841 1.880 -3.289
H -0.296 -1.542 -3.525
H -1.365 -0.555 -4.515
H -1.991 -1.994 -3.720
H -3.681 1.236 -1.304
H -4.233 -0.275 -2.031
H -3.711 1.054 -3.060
H -1.999 2.163 0.267
H -0.753 1.919 1.534
H -2.444 2.080 1.963
H -4.402 -0.349 0.947
H -3.927 0.055 2.591
H -3.813 -1.614 2.029
H -1.843 -0.181 4.230
H 0.070 -0.489 5.785
H 2.305 -1.115 4.861
H 2.508 -1.523 2.416
F 1.669 -3.193 -2.152
C 1.660 -4.010 -1.073
C 1.380 -3.440 0.157
C 1.405 -4.282 1.261
F 1.174 -3.826 2.493
C 1.637 -5.641 1.125
F 1.601 -6.429 2.184
C 1.892 -6.177 -0.132
F 2.087 -7.468 -0.266
C 1.927 -5.350 -1.248
F 2.189 -5.846 -2.443
*
```

The following is a DFT calculation (wB97M-V/def2-TZVPD) of a 2-piece molecular cluster, C5H16N2O overall.

gap between HOMO and LUMO	9.85	eV
structure (SMILES)	CCN[C@@H](C)CN.O
LUMO level	0.795	eV
ΔE to the lowest compared entry with this formula, charge and spin	2.7613	eV

Geometry as ORCA input:
```
! RIJCOSX wB97M-V def2-TZVPD def2/J DEFGRID3
* xyz 0 1
C 1.338 2.329 0.379
C 0.053 1.513 0.197
N 0.221 0.210 -0.511
C -2.006 -0.320 -1.911
C -1.090 -0.386 -0.613
C -0.939 -1.854 -0.209
N -0.358 -2.099 1.174
H 1.939 2.160 -0.533
H 2.082 1.870 1.070
H 1.172 3.368 0.482
H -0.374 1.191 1.150
H -0.615 2.094 -0.539
H 0.832 0.400 -1.299
H -1.594 -1.135 -2.653
H -3.148 -0.572 -1.771
H -1.833 0.610 -2.403
H -1.904 0.036 0.225
H -1.910 -2.384 -0.217
H -0.204 -2.360 -0.669
H 0.513 -1.712 1.281
H -0.691 -1.608 1.913
H 2.558 -0.164 1.131
H 2.732 -0.623 2.583
O 3.227 -0.566 1.741
*
```

The following is a DFT calculation (wB97M-V/def2-TZVPD) of a 2-piece molecular cluster, C2H3ClFNO2 overall.

gap between HOMO and LUMO (alpha / beta)	8.46 / 7.46	eV
LUMO level (alpha / beta)	-1.141 / -1.737	eV
ΔE to the lowest compared entry with this formula, charge and spin	5.1274	eV

Geometry as ORCA input:
```
! RIJCOSX wB97M-V def2-TZVPD def2/J DEFGRID3
* xyz 0 1
C 0.870 -0.528 0.388
C -1.412 -0.231 -0.652
N 0.906 0.796 0.617
O 0.531 1.176 1.758
O 1.326 1.553 -0.281
F -1.643 -1.449 -1.109
Cl -1.085 0.950 -1.778
H 1.275 -0.984 -0.517
H 1.020 -1.258 1.287
H -1.789 -0.025 0.287
*
```

The following is a DFT calculation (wB97M-V/def2-TZVPD) of an isolated ion of composition C2H5NO2P and charge +1.

gap between HOMO and LUMO (alpha / beta)	8.25 / 8.16	eV
structure (SMILES)	O=[N+]1OCCP1
LUMO level (alpha / beta)	-7.540 / -7.876	eV
ΔE to the lowest compared entry with this formula, charge and spin	6.2212	eV

Geometry as ORCA input:
```
! RIJCOSX wB97M-V def2-TZVPD def2/J DEFGRID3
* xyz 1 1
C -0.686 -0.809 -0.301
C 0.044 0.490 0.037
N -0.056 -1.063 1.863
O 0.036 -1.775 3.130
O -0.984 -1.457 1.003
P 0.541 0.542 1.755
H -1.628 -0.754 -0.814
H -0.062 -1.539 -0.764
H 0.874 0.736 -0.591
H -0.746 1.142 -0.078
H 1.851 0.066 1.811
*
```

The following is a DFT calculation (wB97M-V/def2-TZVPD) of a 4-piece molecular cluster, C15H28N3O9 overall.

gap between HOMO and LUMO	8.48	eV
LUMO level	-4.136	eV

Geometry as ORCA input:
```
! RIJCOSX wB97M-V def2-TZVPD def2/J DEFGRID3
* xyz 1 1
C -1.649 -1.999 0.512
C -2.116 -0.503 0.405
C -1.311 0.420 -0.544
N -3.180 -0.048 1.068
N -4.290 -0.752 0.551
C -4.739 -0.498 -0.748
C -5.841 -1.430 -0.839
N -5.912 -2.146 0.349
C -4.949 -1.716 1.235
H -1.106 -2.172 1.474
H -2.497 -2.728 0.471
H -1.013 -2.196 -0.391
H -0.400 0.835 -0.024
H -1.923 1.210 -1.035
H -0.913 -0.242 -1.364
H -4.337 0.228 -1.476
H -6.514 -1.555 -1.708
H -6.550 -2.890 0.626
H -4.688 -2.036 2.259
C 3.958 -4.508 3.213
O 2.565 -4.390 2.914
C 1.765 -4.491 3.979
O 2.116 -4.666 5.115
O 0.496 -4.364 3.559
C -0.476 -4.453 4.601
H 4.504 -4.410 2.277
H 4.275 -3.711 3.886
H 4.177 -5.485 3.644
H -0.334 -3.654 5.330
H -0.432 -5.428 5.087
H -1.458 -4.337 4.146
C -0.622 4.030 -3.193
O -0.123 2.702 -3.380
C 0.596 2.537 -4.503
O 0.837 3.385 -5.317
O 0.997 1.261 -4.552
C 1.781 0.936 -5.703
H -1.184 4.042 -2.260
H 0.200 4.742 -3.112
H -1.292 4.308 -4.006
H 2.699 1.525 -5.722
H 1.206 1.091 -6.616
H 2.047 -0.117 -5.634
C 3.442 4.603 2.514
O 2.628 4.580 1.340
C 2.970 3.639 0.453
O 3.870 2.849 0.570
O 2.134 3.729 -0.590
C 2.383 2.777 -1.625
H 3.072 5.401 3.154
H 3.364 3.659 3.054
H 4.480 4.815 2.258
H 2.263 1.759 -1.250
H 3.380 2.916 -2.045
H 1.647 2.946 -2.410
*
```

Number 1: F_max 2.99 eV/A. Number 2: F_max 1.04 eV/A. Number 3: F_max 2.17 eV/A. Number 4: F_max 4.52 eV/A. Number 5: F_max 0.96 eV/A. Number 6: F_max 3.13 eV/A. Number 7: F_max 0.67 eV/A. Number 8: F_max 1.68 eV/A. Number 9: F_max 4.75 eV/A. Number 10: F_max 4.61 eV/A. Number 11: F_max 9.15 eV/A. Number 12: F_max 4.63 eV/A.